Record 1
{
  "formula": "C46H40Br2Cl3N10O6S3Ti",
  "method": "the ωB97M-V functional and the def2-TZVPD basis",
  "elements": ["Ti", "C", "C", "N", "C", "C", "S", "C", "C", "S", "C", "N", "C", "H", "H", "H", "H", "H", "H", "H", "H", "C", "C", "C", "C", "C", "C", "Br", "C", "C", "Br", "C", "O", "C", "N", "H", "H", "H", "H", "H", "H", "O", "C", "O", "C", "C", "C", "N", "C", "C", "C", "O", "O", "H", "H", "H", "Cl", "C", "C", "C", "C", "C", "C", "N", "C", "C", "N", "C", "O", "C", "C", "C", "Cl", "S", "C", "C", "C", "Cl", "C", "H", "H", "H", "H", "H", "H", "H", "H", "H", "H", "H", "H", "H", "C", "C", "C", "C", "N", "C", "N", "N", "N", "H", "H", "H", "H", "H", "H", "H", "H", "H", "H"],
  "coordinates": [[-1.029, 0.322, 0.464], [1.653, 2.784, 1.426], [0.392, 3.125, 2.170], [-0.733, 2.415, 2.186], [-1.631, 2.888, 3.144], [-1.222, 3.958, 3.841], [0.349, 4.371, 3.312], [-3.043, 2.275, 3.256], [-4.195, 3.025, 3.364], [-5.533, 1.953, 3.399], [-4.428, 0.603, 3.304], [-3.179, 0.911, 3.227], [-4.965, -0.806, 3.252], [2.367, 2.404, -0.573], [2.296, 2.189, 2.060], [2.178, 3.749, 1.243], [-1.722, 4.551, 4.598], [-4.280, 4.115, 3.332], [-5.669, -0.981, 4.066], [-4.162, -1.569, 3.314], [-5.528, -1.009, 2.325], [-2.946, 3.395, -0.192], [-3.753, 2.160, -0.420], [-4.911, 2.251, -1.224], [-5.591, 1.101, -1.528], [-5.144, -0.137, -1.049], [-5.735, -1.382, -1.408], [-7.276, -1.371, -2.432], [-5.234, -2.545, -0.927], [-4.028, -2.474, -0.102], [-3.296, -4.113, 0.419], [-3.405, -1.317, 0.260], [-2.252, -1.233, 0.935], [-4.002, -0.123, -0.248], [-3.339, 1.006, 0.045], [-2.096, 3.395, -0.873], [-2.571, 3.385, 0.823], [-3.455, 4.337, -0.305], [-5.197, 3.216, -1.620], [-6.392, 1.066, -2.250], [-5.631, -3.507, -1.163], [1.212, -2.765, -5.224], [0.917, -3.463, -4.251], [1.035, -4.674, -4.028], [0.339, -2.689, -3.104], [0.308, -3.195, -1.811], [-0.077, -2.366, -0.787], [-0.459, -1.106, -1.005], [-0.525, -0.676, -2.283], [-0.115, -1.407, -3.349], [-1.053, 0.749, -2.357], [-1.421, 1.230, -3.385], [-0.944, 1.346, -1.217], [0.709, -4.162, -1.621], [-0.104, -2.677, 0.217], [-0.056, -0.990, -4.328], [4.747, -3.658, -5.322], [4.969, -2.248, -4.333], [3.895, -1.442, -4.004], [4.073, -0.297, -3.223], [5.320, 0.133, -2.816], [5.540, 1.426, -2.076], [5.484, 1.222, -0.519], [4.087, 1.098, -0.108], [3.576, -0.059, -0.052], [2.122, -0.204, 0.250], [1.212, 0.715, 0.225], [1.459, 2.183, 0.060], [4.530, 2.426, -2.392], [4.657, 2.874, -3.731], [3.533, 2.358, -4.595], [3.595, 1.574, -5.686], [5.015, 0.976, -6.521], [2.129, 0.962, -6.242], [1.292, 1.837, -5.058], [2.143, 2.511, -4.235], [6.378, -0.716, -3.135], [8.022, -0.201, -2.795], [6.230, -1.853, -3.909], [2.903, -1.724, -4.292], [3.225, 0.352, -2.965], [6.514, 1.850, -2.332], [5.916, 2.098, -0.048], [6.110, 0.334, -0.299], [4.137, -0.975, -0.293], [1.778, -1.207, 0.446], [0.578, 2.580, -0.421], [5.648, 2.559, -4.109], [4.634, 3.962, -3.732], [0.228, 1.778, -4.941], [1.810, 3.100, -3.371], [7.135, -2.358, -4.214], [-1.955, -3.804, 4.796], [-1.272, -3.040, 5.922], [0.099, -3.582, 6.236], [-1.197, -1.514, 5.816], [-0.536, -1.085, 4.556], [-0.984, -1.185, 3.296], [-0.155, -0.516, 2.542], [0.812, -0.019, 3.360], [0.604, -0.361, 4.562], [-2.069, -4.847, 5.078], [-1.321, -3.833, 3.912], [-2.973, -3.464, 4.585], [-1.905, -3.181, 6.824], [0.780, -3.528, 5.368], [0.050, -4.642, 6.467], [0.586, -3.062, 7.052], [-0.545, -1.137, 6.620], [-2.171, -1.048, 5.893], [-1.903, -1.661, 2.989]],
  "forces_ev_per_angstrom": [[-0.217, -0.140, 0.756], [0.092, 1.861, -0.222], [-1.289, -1.332, 0.591], [0.340, -0.072, -0.308], [-1.863, -1.370, -0.932], [0.615, 0.648, 0.213], [0.507, 0.900, 0.393], [1.534, 1.494, -0.086], [0.858, -0.340, -0.308], [0.468, -0.231, 0.046], [-1.029, -0.819, -0.271], [0.012, 0.517, 0.130], [0.037, -0.368, -0.106], [-1.015, -0.449, 0.646], [0.155, -0.290, 0.154], [-0.158, -0.524, 0.317], [0.025, -0.307, -0.143], [-0.026, -0.611, 0.083], [0.065, 0.008, 0.087], [-0.351, 0.642, -0.037], [0.312, 0.242, 0.205], [0.577, -0.199, 0.447], [-0.662, 0.785, -0.597], [-0.054, -0.507, 0.180], [0.215, 0.261, -0.497], [-0.025, 0.001, -0.125], [0.255, -0.040, 0.760], [-0.813, -0.242, -0.620], [1.872, 0.978, 0.992], [-1.280, -0.669, -0.731], [0.252, -0.390, 0.270], [0.739, 0.005, -0.133], [-0.787, 0.548, -0.287], [0.025, -0.267, 0.244], [1.129, 0.396, 0.356], [0.072, -0.075, -0.004], [0.288, -0.026, 0.120], [-0.637, 0.098, -0.284], [-0.077, -0.050, -0.027], [-0.239, 0.388, 0.138], [-0.268, -0.382, -0.123], [0.362, 0.458, -1.013], [0.080, -0.941, 0.252], [0.164, -0.540, -0.159], [-0.146, 0.202, 0.376], [0.277, 0.604, -0.216], [-0.201, 0.481, -0.768], [-0.372, -0.307, -0.840], [-0.539, 1.008, 1.197], [0.031, -0.127, 0.346], [1.295, -1.375, -0.059], [-0.675, 0.785, -1.081], [-0.423, 0.604, 0.926], [-0.017, -0.703, 0.006], [0.019, -0.450, 1.192], [-0.150, 0.103, -0.551], [0.128, 0.349, 0.290], [0.139, 0.408, -0.028], [-0.307, 0.130, 0.788], [-0.593, 0.160, -0.152], [0.479, -0.388, 0.118], [-1.057, 0.683, 0.731], [-0.073, -0.324, -0.947], [0.722, -0.267, 0.263], [-0.155, 0.315, -0.169], [-0.575, 1.609, -0.334], [0.714, -0.351, 0.304], [1.124, -1.161, -0.765], [0.726, -0.784, 0.439], [0.306, -0.120, -0.745], [-0.614, 0.314, 0.757], [1.567, -0.723, -0.920], [-0.203, 0.346, 0.475], [-0.606, -0.166, -0.525], [0.035, 0.226, 0.772], [0.188, 0.383, 0.325], [0.236, 0.528, -0.584], [-0.051, -0.169, 0.172], [0.390, -0.170, 0.025], [-0.440, -0.170, -0.394], [0.194, -0.480, -0.274], [0.010, -0.148, 0.084], [-0.022, 0.096, 0.129], [-0.348, 0.292, 0.071], [-0.198, 0.123, 0.203], [-0.083, -0.250, 0.038], [-0.119, 0.151, -0.092], [-0.506, 0.186, -0.215], [0.007, 0.150, 0.146], [-0.279, -0.056, -0.114], [0.146, -0.277, -0.443], [-0.116, -0.286, 0.003], [0.117, -0.121, 0.066], [-0.694, 0.275, 1.185], [0.672, -0.625, -0.767], [0.904, -0.300, -0.633], [-0.578, -0.203, 0.559], [0.030, 0.200, 1.136], [0.042, 0.131, -0.645], [0.263, 0.075, -0.684], [-0.685, -0.190, -0.025], [0.067, -0.140, 0.227], [-0.205, 0.221, -0.306], [0.205, 0.257, -0.214], [0.290, -0.024, -0.282], [-0.264, 0.202, 0.166], [-0.053, -0.149, 0.218], [0.012, 0.101, 0.263], [-0.359, -0.028, -0.322], [-0.204, 0.208, -0.213], [0.314, 0.077, -0.060]],
  "spin_multiplicity": 2,
  "e_lumo_ev": [-0.818, -0.802],
  "homo_lumo_gap_ev": [6.7, 6.7],
  "homo_energy_ev": [-7.54, -7.54],
  "s2": 0.7527
}

Record 2
{
  "formula": "C19H24Br2N5O3STi",
  "method": "the ωB97M-V functional and the def2-TZVPD basis",
  "elements": ["Ti", "C", "C", "N", "C", "C", "C", "C", "C", "C", "C", "N", "C", "C", "N", "N", "H", "H", "H", "H", "H", "H", "H", "H", "H", "H", "H", "H", "H", "H", "H", "H", "H", "H", "Br", "C", "Br", "H", "H", "O", "C", "N", "S", "O", "O", "C", "C", "C", "C", "C", "C", "H", "H", "H", "H"],
  "coordinates": [[-0.245, -0.289, -0.172], [-0.451, -2.432, -1.692], [-1.545, -2.766, -0.607], [-2.018, -1.513, 0.047], [-2.355, -1.366, 1.496], [-2.248, 0.131, 1.828], [-2.838, 0.840, 2.856], [-2.612, 2.217, 2.901], [-1.864, 2.886, 1.931], [-1.306, 2.125, 0.920], [-0.517, 2.586, -0.314], [-0.605, 1.478, -1.311], [0.308, 1.302, -2.476], [0.493, -0.231, -2.781], [-0.593, -1.011, -2.116], [-1.496, 0.806, 0.957], [-0.527, -3.122, -2.532], [0.554, -2.552, -1.270], [-1.118, -3.425, 0.146], [-2.381, -3.285, -1.075], [-2.794, -1.134, -0.490], [-1.631, -1.936, 2.080], [-3.355, -1.733, 1.730], [-3.460, 0.356, 3.596], [-3.060, 2.792, 3.701], [-1.745, 3.960, 1.966], [0.532, 2.754, -0.067], [-0.943, 3.516, -0.694], [-1.568, 1.472, -1.647], [1.282, 1.725, -2.236], [-0.097, 1.817, -3.347], [1.451, -0.573, -2.381], [0.509, -0.409, -3.855], [-1.466, -0.875, -2.620], [-3.612, 0.264, -3.687], [-4.602, 1.752, -2.946], [-4.099, 2.171, -1.135], [-5.647, 1.473, -2.949], [-4.403, 2.616, -3.566], [3.236, 0.953, -1.264], [3.002, 0.443, -0.200], [1.701, 0.395, 0.345], [1.676, -0.455, 1.719], [0.710, -1.542, 1.310], [1.270, 0.236, 2.899], [3.344, -0.939, 1.743], [4.027, -1.678, 2.688], [5.393, -1.829, 2.479], [6.025, -1.243, 1.383], [5.318, -0.484, 0.457], [3.958, -0.334, 0.652], [3.531, -2.115, 3.543], [5.980, -2.404, 3.182], [7.091, -1.376, 1.258], [5.809, -0.014, -0.385]],
  "forces_ev_per_angstrom": [[0.303, -0.507, -0.698], [-0.018, 0.066, -0.039], [-0.033, 0.008, 0.074], [0.072, 0.364, -0.037], [-0.030, -0.076, 0.031], [-0.121, 0.050, 0.069], [-0.004, 0.025, -0.070], [-0.014, -0.005, 0.047], [-0.048, -0.077, -0.066], [-0.055, 0.167, 0.046], [0.046, 0.008, -0.043], [-0.317, -0.129, 0.171], [-0.015, 0.139, 0.048], [-0.012, -0.023, 0.134], [-0.030, -0.033, 0.063], [0.248, -0.237, -0.158], [0.027, -0.038, 0.046], [0.003, -0.011, -0.007], [0.029, -0.007, -0.030], [-0.005, -0.002, 0.033], [0.038, 0.046, 0.014], [-0.002, 0.022, 0.022], [0.020, -0.023, -0.005], [-0.010, -0.002, -0.004], [0.001, 0.003, 0.004], [-0.005, 0.008, -0.012], [-0.015, 0.005, 0.037], [0.049, 0.005, -0.025], [0.047, -0.035, 0.015], [0.013, -0.022, -0.030], [0.010, -0.017, 0.008], [0.037, 0.007, 0.010], [0.046, 0.012, 0.024], [-0.058, 0.114, 0.197], [0.022, 0.007, 0.021], [-0.053, -0.037, -0.062], [0.001, -0.031, 0.010], [0.004, 0.019, 0.008], [-0.011, 0.008, 0.019], [0.158, 0.083, -0.024], [-0.305, -0.175, -0.096], [0.176, 0.345, 0.177], [0.206, -0.363, 0.072], [-0.385, 0.245, 0.099], [-0.024, 0.024, -0.052], [0.050, -0.011, -0.093], [0.061, -0.006, -0.040], [0.014, 0.022, -0.038], [-0.006, -0.030, 0.026], [-0.046, 0.009, 0.041], [-0.036, 0.081, 0.064], [-0.001, -0.005, 0.006], [-0.013, -0.004, 0.011], [0.002, 0.004, -0.002], [-0.009, 0.008, -0.012]],
  "spin_multiplicity": 2,
  "e_lumo_ev": [-6.270, -5.990],
  "homo_lumo_gap_ev": [8.0, 9.1],
  "total_charge": 2,
  "homo_energy_ev": [-14.30, -15.11],
  "s2": 0.7532
}

Record 3
{
  "formula": "C3H3N5",
  "method": "the ωB97M-V functional and the def2-TZVPD basis",
  "elements": ["C", "C", "C", "H", "H", "H", "N", "N", "N", "N", "N"],
  "coordinates": [[-0.993, -0.234, 0.060], [0.998, -0.245, -0.162], [2.433, -0.379, -0.160], [-2.615, -1.231, 1.229], [-2.852, 0.397, -0.787], [1.485, 1.867, 0.090], [-2.226, -0.666, -0.160], [-0.649, 1.074, -0.004], [0.740, 1.053, -0.024], [0.064, -1.174, -0.123], [3.616, -0.463, 0.041]],
  "forces_ev_per_angstrom": [[2.850, 1.455, -1.959], [4.095, -0.918, 0.491], [6.166, -1.987, 1.199], [0.614, 2.270, -4.538], [1.903, -3.994, 3.442], [-2.709, -2.292, -0.484], [-5.653, 0.819, 1.305], [-0.021, -0.208, 1.325], [-1.442, 0.641, -0.368], [-0.122, 3.646, 0.816], [-5.681, 0.568, -1.228]],
  "e_lumo_ev": -0.715,
  "homo_lumo_gap_ev": 8.7,
  "homo_energy_ev": -9.46
}

Number 1: E_tot -308813.646 eV. Number 2: E_tot -207709.137 eV. Number 3: E_tot -10603.886 eV.